[1]
This record from the OMol25 dataset describes a structure of composition CH3N3S. The level of theory is wB97M-V/def2-TZVPD.

Computed properties:
**Spin multiplicity**: 1
**Gap between HOMO and LUMO (alpha / beta)**: 8.81 / 6.86 eV

Geometry as XYZ:
```
8
Properties=species:S:1:pos:R:3:forces:R:3:lowdin_charge:R:1
C -0.421 0.184 0.201 -2.0 1.8 -3.4 -0.301
N 0.745 1.271 -1.608 -0.3 2.3 -0.1 0.034
N 0.097 2.761 -0.640 1.7 -1.2 -2.1 -0.483
N 0.634 0.302 -0.834 -0.2 -2.7 4.2 -0.252
S -0.777 2.172 0.463 -1.0 -1.5 1.2 0.722
H -1.348 -0.232 -0.293 0.7 0.8 0.7 0.081
H -0.260 -0.356 1.089 1.1 -0.7 0.9 0.041
H 1.434 -0.255 -0.411 0.0 1.2 -1.4 0.159
```
Forces are in eV/Å.

---

[2]
This record from the OMol25 dataset describes the molecule C6H10O. The level of theory is wB97M-V/def2-TZVPD.

Computed properties:
**Spin multiplicity**: 1
**SMILES string**: C/C=C\CCC=O
**Gap between HOMO and LUMO**: 10.17 eV

Geometry as XYZ:
```
17
Properties=species:S:1:pos:R:3:forces:R:3:lowdin_charge:R:1
C 2.091 -0.696 -0.357 0.0 0.0 -0.1 -0.106
C 1.394 -0.416 0.943 -0.1 0.0 0.1 -0.166
C 0.079 -0.427 1.164 0.2 0.0 0.0 -0.133
C -0.992 -0.724 0.138 0.0 -0.1 0.0 -0.203
C -1.216 0.427 -0.848 0.0 0.0 0.0 -0.167
C -1.562 1.739 -0.188 -0.1 0.0 0.3 -0.259
O -1.800 1.875 0.988 0.1 -0.1 -0.5 0.053
H 2.593 0.206 -0.730 -0.1 -0.1 0.1 0.077
H 1.401 -1.041 -1.133 0.1 0.0 0.1 0.061
H 2.868 -1.460 -0.231 -0.1 0.1 0.0 0.073
H 2.050 -0.163 1.777 -0.1 0.0 -0.1 0.096
H -0.279 -0.163 2.156 0.1 0.0 -0.1 0.101
H -1.934 -0.936 0.654 0.1 0.0 -0.1 0.112
H -0.736 -1.626 -0.433 0.0 0.1 0.1 0.109
H -0.330 0.593 -1.476 -0.1 0.0 0.1 0.112
H -2.034 0.196 -1.549 0.1 0.1 0.1 0.121
H -1.594 2.614 -0.873 0.0 -0.1 0.1 0.120
```
Forces are in eV/Å.

---

[3]
This record from the OMol25 dataset describes the molecule C5H10O. The level of theory is wB97M-V/def2-TZVPD.

Computed properties:
**Spin multiplicity**: 1
**SMILES string**: C[C@@H](O)C1CC1
**Gap between HOMO and LUMO**: 11.13 eV

Geometry as XYZ:
```
16
Properties=species:S:1:pos:R:3:forces:R:3:lowdin_charge:R:1
C 1.735 0.074 -1.080 0.1 0.0 0.0 -0.041
C 0.239 0.197 -0.807 0.2 0.1 0.3 -0.424
O -0.454 -0.372 -1.917 -0.1 0.1 -0.1 -0.038
C -0.183 -0.485 0.478 0.0 -0.1 -0.1 -0.272
C -0.397 0.271 1.762 0.1 0.1 0.1 -0.113
C -1.572 -0.259 0.991 -0.2 0.0 0.0 -0.124
H 2.144 -0.876 -0.722 -0.1 0.1 -0.1 0.079
H 2.281 0.886 -0.590 0.0 -0.1 -0.1 0.080
H 1.894 0.125 -2.161 0.1 0.1 0.2 0.080
H -0.007 1.268 -0.731 -0.1 -0.2 0.0 0.145
H -1.212 0.188 -2.113 0.0 -0.2 0.0 0.088
H 0.208 -1.496 0.582 -0.1 0.1 0.0 0.142
H -0.136 -0.222 2.694 0.0 0.1 -0.2 0.097
H -0.236 1.347 1.778 0.0 -0.2 -0.1 0.100
H -2.182 0.464 0.453 0.1 -0.1 0.1 0.102
H -2.123 -1.109 1.383 0.1 0.2 0.0 0.100
```
Forces are in eV/Å.

---

[4]
This record from the OMol25 dataset describes the molecule C8H11FO2. The level of theory is wB97M-V/def2-TZVPD.

Computed properties:
**Spin multiplicity**: 1
**Gap between HOMO and LUMO (alpha / beta)**: 7.83 / 6.21 eV

Geometry as XYZ:
```
22
Properties=species:S:1:pos:R:3:forces:R:3:lowdin_charge:R:1
C 0.332 1.445 1.545 1.3 0.2 1.7 -0.120
C -0.612 1.235 0.637 -2.1 0.1 -1.4 -0.064
C 2.184 0.331 0.598 4.5 0.0 2.5 -0.179
C 1.736 -0.330 -0.372 -4.4 -1.1 -2.4 -0.125
C 1.374 0.438 1.908 -0.6 0.8 0.8 -0.195
C -1.044 0.001 0.014 3.0 1.7 -1.0 -0.374
C -1.268 -2.323 -0.023 -1.8 0.0 3.5 0.034
C -1.034 0.751 -2.284 -0.3 0.9 -0.9 -0.050
O -1.134 -1.065 0.710 -1.3 -1.9 0.9 -0.006
O -1.448 -0.128 -1.258 -0.7 0.3 0.8 -0.100
F 1.947 -0.797 -1.612 1.3 0.4 0.5 0.012
H 0.612 2.478 1.879 -0.8 -1.0 -0.5 0.125
H -1.163 2.097 0.282 0.1 0.2 -0.2 0.107
H 3.252 0.506 0.880 -0.5 0.3 -0.8 0.111
H 1.972 0.875 2.765 -0.4 -0.7 -1.1 0.118
H 1.041 -0.575 2.183 -0.1 0.6 0.0 0.109
H -0.368 -2.779 0.196 2.2 -1.1 -0.4 0.067
H -1.487 -2.107 -1.016 -0.4 -0.4 -1.5 0.071
H -2.014 -2.962 0.561 0.5 1.2 -1.2 0.128
H 0.070 0.602 -2.515 -1.5 -0.1 0.0 0.104
H -1.138 1.826 -1.963 -0.1 -1.0 -0.5 0.094
H -1.808 0.483 -3.117 1.9 0.8 1.2 0.131
```
Forces are in eV/Å.

---

| no. | E_tot (eV) | strongest force on any atom (eV/Å) |
| --- | --- | --- |
| 1 | -16385.4060 | 5.0 |
| 2 | -8430.7361 | 0.5 |
| 3 | -7393.6576 | 0.4 |
| 4 | -15279.6590 | 5.2 |